DFT (ωB97M-V with the def2-TZVPD basis set) results for a 2-piece molecular cluster, C8H18S2 overall.

Geometry (Å):
C1 1.633 -2.621 0.804
C2 1.393 -1.527 -0.226
S1 2.402 -0.050 0.048
C3 1.826 0.388 1.706
C4 2.066 -0.705 2.737
S2 1.057 -2.182 2.463
H1 2.706 -2.891 0.840
H2 1.066 -3.533 0.535
H3 0.322 -1.249 -0.253
H4 1.674 -1.883 -1.236
H5 2.393 1.300 1.975
H6 0.753 0.658 1.671
H7 3.137 -0.983 2.764
H8 1.785 -0.349 3.747
C5 -1.046 2.668 -0.287
C6 -1.844 1.392 -0.553
C7 -1.614 0.840 -1.958
C8 -2.413 -0.436 -2.224
H9 -1.232 3.043 0.734
H10 -1.335 3.452 -1.007
H11 0.033 2.469 -0.397
H12 -1.559 0.618 0.185
H13 -2.924 1.599 -0.423
H14 -1.900 1.614 -2.696
H15 -0.535 0.634 -2.087
H16 -3.492 -0.236 -2.113
H17 -2.124 -1.219 -1.503
H18 -2.227 -0.810 -3.244

Calculated values
Kohn-Sham gap (eV): 9.40
HOMO level (eV): -8.62
SMILES: C1CSCCS1.CCCC
ΔE to the lowest compared entry with this formula, charge and spin (eV): 0.256
E_LUMO (eV): 0.78

***

DFT (ωB97M-V with the def2-TZVPD basis set) results for a 4-piece molecular cluster, C12H26BrFN2O11S overall.

Geometry (Å):
C1 0.633 -0.985 -0.387
C2 1.434 0.090 -1.096
Br1 2.234 -0.608 -2.717
C3 2.577 0.622 -0.234
N1 2.108 0.993 1.112
N2 2.937 0.647 2.215
S1 1.701 2.587 1.350
O1 0.599 2.642 2.237
O2 2.813 3.444 1.540
F1 1.142 2.873 -0.086
H1 -0.036 -1.497 -1.077
H2 0.024 -0.536 0.398
H3 1.288 -1.736 0.060
H4 0.776 0.906 -1.384
H5 3.068 1.458 -0.736
H6 3.306 -0.181 -0.121
H7 3.808 0.252 1.888
H8 2.440 -0.035 2.774
C4 -0.973 -1.381 4.954
O3 -0.648 -2.279 3.885
C5 -1.506 -3.288 3.736
O4 -2.484 -3.486 4.408
O5 -1.093 -4.035 2.714
C6 -1.928 -5.164 2.436
H9 -0.197 -0.621 4.946
H10 -1.945 -0.921 4.785
H11 -0.975 -1.906 5.906
H12 -2.936 -4.842 2.181
H13 -1.965 -5.833 3.293
H14 -1.477 -5.669 1.587
C7 0.441 9.509 -2.655
O6 1.089 8.574 -1.789
C8 0.289 7.614 -1.322
O7 -0.882 7.494 -1.574
O8 1.005 6.817 -0.536
C9 0.264 5.736 0.042
H15 1.209 10.218 -2.948
H16 0.040 9.006 -3.532
H17 -0.364 10.023 -2.131
H18 -0.147 5.096 -0.736
H19 -0.541 6.120 0.666
H20 0.968 5.188 0.652
C10 -0.976 -7.374 -2.139
O9 -0.835 -5.958 -1.985
C11 -1.506 -5.241 -2.887
O10 -2.187 -5.685 -3.773
O11 -1.293 -3.950 -2.637
C12 -1.957 -3.058 -3.538
H21 -0.382 -7.815 -1.345
H22 -2.019 -7.668 -2.036
H23 -0.601 -7.693 -3.109
H24 -3.036 -3.191 -3.486
H25 -1.616 -3.217 -4.559
H26 -1.689 -2.058 -3.211

Calculated values
Kohn-Sham gap (eV): 10.60
HOMO level (eV): -10.18
SMILES: C[C@H](Br)CN(N)S(=O)(=O)F.COC(=O)OC.COC(=O)OC.COC(=O)OC
ΔE to the lowest compared entry with this formula, charge and spin (eV): 0.000
E_LUMO (eV): 0.42

***

DFT (ωB97M-V with the def2-TZVPD basis set) results for one molecule with the formula C10H20N6O4 in a non-equilibrium geometry.

Geometry (Å):
H1 -2.969 5.049 -2.606
N1 -3.114 4.124 -3.173
C1 -2.644 3.242 -2.332
N2 -2.602 1.859 -2.600
N3 -2.015 3.739 -1.106
C2 -1.082 3.057 -0.218
C3 0.284 2.666 -0.902
C4 0.838 1.287 -0.183
C5 0.559 0.002 -0.999
N4 -0.873 -0.179 -1.106
C6 1.242 -1.255 -0.242
O1 1.230 -2.307 -0.953
N5 1.759 -1.230 0.961
C7 1.982 -2.419 1.712
C8 0.691 -3.126 1.614
C9 -0.364 -2.219 2.213
N6 -0.865 -2.570 3.377
O2 -0.657 -1.012 1.765
C10 3.268 -3.404 1.405
O3 3.783 -4.037 2.291
O4 3.544 -3.454 0.076
H2 -1.777 1.196 -2.256
H3 -2.777 1.761 -3.683
H4 -1.887 4.723 -1.467
H5 -1.029 3.600 0.718
H6 -1.813 2.122 -0.038
H7 1.156 3.398 -0.743
H8 -0.044 2.574 -1.930
H9 0.312 1.133 0.728
H10 1.911 1.328 -0.157
H11 0.924 0.150 -1.924
H12 -1.067 -1.061 -1.705
H13 -1.339 -0.352 -0.159
H14 1.876 -0.192 1.344
H15 2.295 -2.064 2.748
H16 0.680 -3.917 2.330
H17 0.548 -3.389 0.611
H18 -0.963 -3.655 3.584
H19 -1.782 -2.083 3.513
H20 2.781 -3.086 -0.506

Calculated values
Kohn-Sham gap (eV): 8.53
HOMO level (eV): -8.34
SMILES: [H]/N=C(/N)NCCC[C@H](N)C(=O)N[C@@H](CC(N)=O)C(=O)O
ΔE to the lowest compared entry with this formula, charge and spin (eV): 4.794
E_LUMO (eV): 0.19

***

DFT (ωB97M-V with the def2-TZVPD basis set) results for one molecule with the formula C3H6N4S in a non-equilibrium geometry.

Geometry (Å):
N1 2.570 -0.317 0.054
N2 1.415 -1.218 -0.027
C1 0.356 -0.520 -0.030
N3 0.181 0.847 -0.158
C2 -1.200 1.160 0.042
C3 -1.905 -0.200 -0.004
S1 -3.494 -0.610 -0.025
N4 -0.903 -1.093 -0.081
H1 2.858 -0.073 -0.886
H2 3.290 -0.874 0.543
H3 0.888 1.473 0.210
H4 -1.485 1.625 0.973
H5 -1.576 1.866 -0.699
H6 -0.995 -2.064 0.087

Calculated values
Kohn-Sham gap (eV): 9.12
HOMO level (eV): -8.69
SMILES: N/N=C1\NCC(=S)N1
ΔE to the lowest compared entry with this formula, charge and spin (eV): 1.083
E_LUMO (eV): 0.43

***

| no. | total energy (eV) |
| --- | --- |
| 1 | -30258.7611 |
| 2 | -121962.4528 |
| 3 | -27822.9304 |
| 4 | -20003.2536 |